Entry a
Entry from the Open Molecules 2025 dataset: C50H61CsF6N6OP2Se as an isolated structure (the ωB97M-V functional and the def2-TZVPD basis).

```
! RIJCOSX wB97M-V def2-TZVPD def2/J DEFGRID3
* xyz -1 2
Cs -0.19 0.46 0.79
O -2.20 0.66 3.88
N -2.82 -0.09 2.87
C -2.31 -1.25 2.73
C -2.88 -2.24 1.84
C -4.09 -1.97 1.17
C -4.74 -2.93 0.44
C -4.23 -4.23 0.38
C -3.02 -4.51 0.99
C -2.30 -3.53 1.69
P -0.58 -3.83 2.25
C 0.24 -3.25 0.75
C 1.29 -2.36 0.91
C 1.74 -1.49 -0.19
C 2.44 -1.74 -1.49
C 0.07 -2.60 -1.58
C -0.33 -3.40 -0.56
C -0.48 -5.67 2.15
C -0.93 -6.39 3.26
C -0.78 -7.77 3.32
C -0.17 -8.45 2.27
C 0.29 -7.74 1.17
C 0.14 -6.36 1.11
H -2.60 1.52 3.78
H -1.45 -1.55 3.34
H -4.51 -0.97 1.28
H -5.67 -2.69 -0.07
H -4.76 -5.00 -0.15
H -2.62 -5.51 0.93
H 1.69 -2.16 1.89
H 1.94 -0.48 0.17
H 2.91 -0.83 -1.85
H -0.36 -2.69 -2.57
H -1.14 -4.10 -0.72
H -1.40 -5.86 4.08
H -1.13 -8.32 4.19
H -0.05 -9.52 2.32
H 0.76 -8.27 0.35
H 0.51 -5.82 0.25
F 1.25 2.11 -0.33
P 2.01 2.51 -1.74
F 3.21 1.51 -1.34
F 1.23 1.31 -2.48
F 2.75 3.72 -0.96
F 2.75 2.90 -3.11
F 0.78 3.51 -2.09
C 3.61 -1.06 4.25
C 3.07 0.31 4.00
N 1.98 0.61 3.35
C 1.87 1.98 3.38
C 2.91 2.51 4.07
N 3.67 1.44 4.47
H 2.93 -1.80 3.83
H 3.70 -1.25 5.32
H 4.59 -1.19 3.79
H 1.04 2.48 2.93
H 3.18 3.53 4.31
H 4.53 1.48 4.99
C 4.87 -2.45 0.46
C 4.52 -3.84 -0.08
C 3.75 -4.69 0.94
C 3.89 -3.90 -1.48
C 4.33 -5.02 -2.19
C 4.03 -5.20 -3.52
C 3.35 -4.20 -4.19
C 2.90 -3.06 -3.54
C 2.38 -1.97 -4.48
C 3.32 -0.75 -4.52
C 0.92 -1.52 -4.35
C 3.07 -2.95 -2.13
N 0.98 -1.53 -1.44
H 5.54 -2.58 1.32
H 4.01 -1.89 0.79
H 5.39 -1.87 -0.30
H 5.48 -4.34 -0.22
H 2.74 -4.34 1.06
H 4.26 -4.66 1.91
H 3.71 -5.74 0.61
H 4.95 -5.74 -1.69
H 4.38 -6.08 -4.06
H 3.20 -4.29 -5.26
H 2.46 -2.43 -5.47
H 3.17 -0.09 -3.67
H 3.10 -0.16 -5.41
H 4.36 -1.06 -4.55
H 0.76 -0.94 -3.45
H 0.25 -2.38 -4.38
H 0.68 -0.88 -5.20
C -5.68 4.12 1.98
C -5.55 4.62 0.54
C -5.41 3.49 -0.48
C -4.06 2.76 -0.42
N -2.94 3.65 -0.67
C -1.98 4.00 0.23
Se -1.81 3.33 1.93
N -1.14 4.88 -0.37
C 0.09 5.40 0.21
C -0.12 6.46 1.30
C -0.64 7.82 0.82
C -2.12 7.83 0.46
C -1.55 5.08 -1.67
C -1.04 5.86 -2.69
C -1.70 5.83 -3.92
C -2.82 5.03 -4.11
C -3.34 4.25 -3.09
C -2.70 4.30 -1.87
H -5.90 4.95 2.66
H -4.75 3.65 2.31
H -6.49 3.39 2.06
H -4.70 5.30 0.46
H -6.44 5.20 0.28
H -5.55 3.90 -1.48
H -6.19 2.75 -0.30
H -4.04 1.97 -1.18
H -3.91 2.30 0.55
H 0.67 5.82 -0.61
H 0.65 4.56 0.62
H 0.85 6.60 1.78
H -0.79 6.06 2.06
H -0.04 8.15 -0.04
H -0.47 8.54 1.63
H -2.33 7.22 -0.42
H -2.46 8.85 0.24
H -2.72 7.45 1.29
H -0.14 6.45 -2.56
H -1.31 6.42 -4.74
H -3.30 5.01 -5.08
H -4.20 3.61 -3.25
*
```

## Properties
* Kohn-Sham gap (spin up / spin down): 3.33 / 5.78 eV
* HOMO (spin up / spin down): -1.443 / -3.899 eV
* LUMO level (spin up / spin down): 0.069 / 0.069 Eh

---

Entry b
Entry from the Open Molecules 2025 dataset: C50H61CsF6N6OP2Se as an isolated structure (the ωB97M-V functional and the def2-TZVPD basis).

```
! RIJCOSX wB97M-V def2-TZVPD def2/J DEFGRID3
* xyz -1 2
Cs 1.33 0.53 1.55
O 3.86 -0.50 3.36
N 3.64 -1.37 2.22
C 4.04 -0.69 1.14
C 3.99 -1.28 -0.14
C 3.74 -2.69 -0.27
C 3.82 -3.33 -1.48
C 4.12 -2.64 -2.67
C 4.25 -1.25 -2.59
C 4.17 -0.56 -1.39
P 4.01 1.26 -1.36
C 2.18 1.41 -1.62
C 1.50 2.33 -0.93
C 0.02 2.25 -0.77
C -1.09 2.48 -1.73
C 0.10 0.32 -2.25
C 1.42 0.41 -2.37
C 4.63 1.78 -3.00
C 6.01 1.92 -3.18
C 6.53 2.34 -4.39
C 5.69 2.66 -5.44
C 4.32 2.54 -5.28
C 3.79 2.10 -4.07
H 3.42 -0.99 4.05
H 4.40 0.33 1.24
H 3.56 -3.26 0.64
H 3.67 -4.41 -1.51
H 4.20 -3.15 -3.62
H 4.40 -0.69 -3.51
H 2.00 3.05 -0.30
H -0.28 2.45 0.26
H -2.01 2.75 -1.23
H -0.44 -0.45 -2.77
H 1.94 -0.31 -2.98
H 6.67 1.68 -2.35
H 7.61 2.43 -4.50
H 6.10 3.00 -6.39
H 3.65 2.80 -6.09
H 2.71 2.02 -3.96
F 1.33 2.53 2.90
P 1.23 4.18 3.15
F 1.11 5.76 3.38
F 0.07 3.90 4.23
F 0.10 4.23 1.98
F 2.35 4.05 4.28
F 2.36 4.38 2.02
C -2.52 2.55 2.69
C -2.88 1.33 1.92
N -2.04 0.46 1.41
C -2.81 -0.49 0.77
C -4.13 -0.19 0.89
N -4.17 0.98 1.63
H -1.60 2.39 3.25
H -3.31 2.83 3.39
H -2.33 3.41 2.04
H -2.37 -1.31 0.23
H -5.02 -0.68 0.54
H -4.98 1.50 1.89
C -0.21 5.35 -1.45
C 0.41 5.07 -2.82
C 1.94 5.08 -2.78
C -0.18 3.91 -3.64
C 0.01 4.03 -5.02
C -0.63 3.21 -5.92
C -1.58 2.31 -5.45
C -1.81 2.15 -4.09
C -3.06 1.31 -3.74
C -4.00 1.92 -2.69
C -2.88 -0.18 -3.45
C -1.00 2.87 -3.17
N -0.69 1.09 -1.35
H 0.05 6.37 -1.15
H 0.15 4.70 -0.65
H -1.30 5.27 -1.48
H 0.14 5.93 -3.43
H 2.35 4.22 -2.26
H 2.29 5.98 -2.26
H 2.36 5.09 -3.79
H 0.66 4.82 -5.38
H -0.46 3.31 -6.98
H -2.19 1.75 -6.15
H -3.62 1.34 -4.68
H -3.72 1.62 -1.68
H -5.01 1.54 -2.86
H -4.03 3.01 -2.75
H -2.54 -0.35 -2.42
H -2.18 -0.66 -4.14
H -3.85 -0.68 -3.55
C 2.73 -4.38 3.19
C 1.38 -5.04 2.91
C 0.85 -4.74 1.51
C 0.30 -3.33 1.37
N -0.96 -3.14 2.10
C -1.14 -2.40 3.22
Se 0.15 -1.49 4.13
N -2.47 -2.45 3.51
C -3.11 -1.71 4.60
C -2.97 -2.35 5.97
C -3.59 -3.74 6.13
C -2.76 -4.89 5.56
C -3.14 -3.21 2.57
C -4.48 -3.54 2.42
C -4.82 -4.31 1.31
C -3.86 -4.73 0.40
C -2.52 -4.42 0.56
C -2.17 -3.66 1.67
H 3.10 -4.64 4.18
H 2.68 -3.29 3.13
H 3.47 -4.70 2.46
H 0.64 -4.73 3.66
H 1.48 -6.13 3.03
H 0.08 -5.46 1.22
H 1.67 -4.85 0.79
H 0.10 -3.09 0.32
H 1.01 -2.59 1.74
H -4.16 -1.61 4.33
H -2.67 -0.71 4.60
H -3.43 -1.66 6.68
H -1.91 -2.38 6.23
H -4.60 -3.75 5.69
H -3.74 -3.92 7.19
H -2.72 -4.89 4.47
H -3.16 -5.85 5.87
H -1.73 -4.83 5.92
H -5.22 -3.21 3.12
H -5.86 -4.58 1.16
H -4.16 -5.32 -0.46
H -1.77 -4.75 -0.15
*
```

## Properties
* Kohn-Sham gap (spin up / spin down): 3.68 / 6.28 eV
* HOMO (spin up / spin down): -2.030 / -4.638 eV
* LUMO level (spin up / spin down): 0.061 / 0.061 Eh

---

Most stable of them? entry b.

---

Entry a
Entry from the Open Molecules 2025 dataset: a 2-piece molecular cluster, C7H14O overall (the ωB97M-V functional and the def2-TZVPD basis).

```
! RIJCOSX wB97M-V def2-TZVPD def2/J DEFGRID3
* xyz 0 1
C -2.12 2.01 2.29
C -1.72 0.73 1.61
C -1.24 0.78 0.36
C -0.41 -0.28 -0.22
C -0.46 -1.35 -1.01
C 0.70 -2.23 -1.33
C 0.80 -2.68 -2.78
H -1.20 2.46 2.70
H -2.76 2.03 3.16
H -2.49 2.70 1.53
H -1.41 -0.10 2.24
H -1.39 1.63 -0.31
H 0.63 -0.04 0.10
H -1.40 -1.49 -1.53
H 1.60 -1.84 -0.86
H 0.42 -3.16 -0.80
H 1.39 -3.60 -2.84
H -0.08 -2.96 -3.35
H 1.34 -1.94 -3.38
O 3.47 3.29 1.36
H 3.40 2.41 1.00
H 2.94 3.66 2.05
*
```

## Properties
* Kohn-Sham gap: 9.96 eV
* HOMO: -9.244 eV
* LUMO level: 0.026 Eh

---

Entry b
Entry from the Open Molecules 2025 dataset: C7H14O as an isolated structure (the ωB97M-V functional and the def2-TZVPD basis).

```
! RIJCOSX wB97M-V def2-TZVPD def2/J DEFGRID3
* xyz 0 1
C 1.57 0.50 -0.32
C 0.43 0.32 1.25
C 1.90 -0.73 -0.83
C 1.27 1.68 -1.21
O 1.74 0.82 1.02
H -0.04 1.05 1.91
H 0.50 -0.65 1.72
H 0.49 1.43 -1.93
H 0.93 2.54 -0.63
H 0.20 -1.27 -0.91
H 2.07 -0.83 -1.90
H 2.35 -1.46 -0.19
H 2.16 1.96 -1.77
C -2.18 -0.31 1.35
C -1.19 -0.12 0.23
C -0.96 -1.26 -0.64
H -1.33 0.83 -0.29
H -2.11 0.49 2.10
H -2.02 -1.26 1.87
H -3.20 -0.31 0.96
H -1.13 -2.23 -0.18
H -1.45 -1.18 -1.61
*
```

## Properties
* Kohn-Sham gap: 9.34 eV
* HOMO: -8.351 eV
* LUMO level: 0.036 Eh

---

Most stable of them? entry a.

---

Entry a
Entry from the Open Molecules 2025 dataset: one molecule with the formula C7H14O (the ωB97M-V functional and the def2-TZVPD basis).

```
! RIJCOSX wB97M-V def2-TZVPD def2/J DEFGRID3
* xyz 0 1
C 2.10 0.75 -0.16
C 1.03 0.27 0.50
C 1.15 0.07 2.00
C -0.32 -0.10 -0.17
C -0.41 -1.64 -0.24
C -1.51 0.43 0.67
C -0.46 0.47 -1.61
O -1.71 0.11 -2.20
H 3.02 0.99 0.37
H 2.12 0.92 -1.23
H 2.19 -0.14 2.29
H 0.82 0.97 2.53
H 0.56 -0.78 2.34
H -0.41 -2.10 0.75
H 0.43 -2.06 -0.81
H -1.34 -1.97 -0.74
H -2.47 0.21 0.19
H -1.44 1.51 0.81
H -1.55 -0.04 1.67
H -0.41 1.57 -1.59
H 0.33 0.09 -2.26
H -1.70 0.47 -3.11
*
```

## Properties
* Kohn-Sham gap: 10.08 eV
* HOMO: -9.296 eV
* LUMO level: 0.029 Eh

---

Entry b
Entry from the Open Molecules 2025 dataset: one molecule with the formula C7H14O (the ωB97M-V functional and the def2-TZVPD basis).

```
! RIJCOSX wB97M-V def2-TZVPD def2/J DEFGRID3
* xyz 0 1
C 0.11 -1.28 1.99
C 0.27 -0.51 0.94
C 1.58 -0.01 0.35
C 1.76 1.52 0.70
C -0.99 0.23 0.40
C -1.64 -0.73 -0.70
C -0.98 -0.59 -2.04
O -0.98 0.68 -2.55
H 0.96 -1.84 2.57
H -0.78 -1.38 2.51
H 2.55 -0.67 0.40
H 1.41 0.04 -0.83
H 2.59 1.95 0.21
H 2.02 1.62 1.68
H 1.01 2.14 0.39
H -0.73 1.13 0.04
H -1.46 0.79 1.26
H -2.64 -0.45 -0.43
H -1.70 -1.71 -0.27
H -1.70 -1.34 -2.88
H 0.07 -0.91 -1.92
H -0.72 1.31 -1.84
*
```

## Properties
* Kohn-Sham gap: 10.13 eV
* HOMO: -9.282 eV
* LUMO level: 0.031 Eh

---

Most stable of them? entry a.